Record 1
ORCA calculation (wB97M-V/def2-TZVPD) on a 3-piece molecular cluster, C14H21Br2F9NO4S overall in a non-equilibrium geometry.

```
52
Properties=species:S:1:pos:R:3
N 2.9136 -3.7248 -0.9015
C 2.6499 -3.6732 0.5269
C 3.4891 -2.6095 1.1774
S 3.0550 -0.8994 0.7360
C 1.5448 -0.8248 -0.2528
C 0.2932 -1.2858 0.5168
C -0.6006 -2.0861 -0.3949
F 0.0504 -3.0561 -1.0182
Br -1.2499 -0.8675 -1.7785
C -1.7670 -2.7640 0.4331
F -1.9435 -2.1143 1.5393
F -1.3546 -3.9599 0.7258
Br -3.4333 -2.9569 -0.5230
H 2.3147 -4.4006 -1.3534
H 3.8813 -3.9722 -1.0628
H 1.5938 -3.5900 0.7164
H 2.9556 -4.6113 0.9867
H 3.4912 -2.7267 2.2490
H 4.5033 -2.7493 0.8396
H 4.0181 -0.5279 -0.1249
H 1.4189 0.2217 -0.4771
H 1.6938 -1.3160 -1.1988
H -0.2424 -0.4080 0.8245
H 0.5458 -1.8349 1.4097
C -6.5917 -1.5063 0.2193
C -6.4174 -0.7371 1.5105
O -6.6220 0.6716 1.3075
C -7.8879 1.0862 1.3023
O -8.8593 0.4051 1.4469
C -7.9269 2.6132 1.1211
F -7.0764 3.0092 0.1553
F -7.5682 3.2198 2.2688
F -9.1542 3.0180 0.7939
H -5.9381 -1.1022 -0.5548
H -6.3533 -2.5582 0.3711
H -7.6148 -1.4349 -0.1482
H -5.3960 -0.8366 1.8749
H -7.0817 -1.1069 2.2901
C 5.2162 5.5275 -0.2201
C 4.5646 5.0309 -1.4917
O 5.1825 3.8024 -1.9475
C 4.7775 2.6893 -1.3839
O 3.9440 2.5605 -0.5259
C 5.5017 1.4937 -2.0193
F 6.8111 1.6953 -2.1553
F 4.9864 1.2085 -3.2221
F 5.3288 0.3994 -1.2285
H 6.2914 5.6391 -0.3609
H 4.7974 6.4910 0.0647
H 5.0629 4.8282 0.6017
H 4.7091 5.7459 -2.2974
H 3.4930 4.8850 -1.3678
```

The calculation puts the total energy at -199909.564 eV. Its charge is +1. The LUMO energy comes out at -2.8 eV. The HOMO-LUMO gap is 9.9 eV.

Record 2
ORCA calculation (wB97M-V/def2-TZVPD) on C14H21CaClN7O4 as an isolated structure in a non-equilibrium geometry.

```
48
Properties=species:S:1:pos:R:3
Ca -3.6855 -2.6789 -1.1762
Cl -1.0737 -0.8369 -0.1941
O -2.4532 -0.3273 -0.2825
O -0.5386 -0.6958 1.1150
O -1.2752 -2.2572 -0.4882
O -0.3142 -0.1547 -1.1752
C -1.2581 -3.2634 3.2566
C -1.6195 -4.4952 3.9630
N -1.8744 -5.4451 4.5506
H -1.9240 -2.4697 3.5887
H -1.2737 -3.4705 2.1896
H -0.2492 -2.9850 3.5587
C 1.9435 -3.2437 -0.8437
C 2.9464 -2.4311 -1.5461
N 3.7208 -1.8383 -2.1607
H 2.6074 -3.9400 -0.3228
H 1.2482 -3.6823 -1.5466
H 1.4839 -2.6556 -0.0524
C 2.3751 1.1681 3.4335
C 1.4705 2.3161 3.4320
N 0.6999 3.1662 3.3911
H 3.0421 1.2451 4.2898
H 2.9812 1.2189 2.5309
H 1.7560 0.2747 3.4568
C 3.4782 1.6853 -1.2483
C 3.6221 2.4743 -0.0141
N 3.7184 3.0867 0.9547
H 2.6532 0.9880 -1.1090
H 4.4097 1.1198 -1.2673
H 3.2852 2.3486 -2.0840
C -1.3876 2.9442 0.7647
C -1.4137 3.0082 -0.6966
N -1.5095 3.0417 -1.8451
H -1.9178 3.8384 1.0920
H -0.3747 2.9362 1.1605
H -1.8718 2.0706 1.1971
C -4.5063 1.6872 -0.9562
C -5.0021 0.3367 -1.0007
N -5.4108 -0.7316 -1.1060
H -3.5108 1.7690 -0.5330
H -5.1400 2.3354 -0.3458
H -4.5319 2.1111 -1.9616
C 1.4957 -0.2265 -3.9618
C 0.3800 0.7049 -4.0811
N -0.5275 1.4067 -4.1939
H 1.1071 -1.1436 -3.5189
H 2.2694 0.1278 -3.2870
H 1.9498 -0.4374 -4.9263
```

The calculation puts the total energy at -64424.875 eV. As for the relative energy (zero: lowest compared OMol25 entry of this formula, charge and spin): 542.4 kJ/mol. Its charge is +1. The LUMO energy comes out at -6.2 eV. The HOMO-LUMO gap is 7.1 eV.

Record 3
ORCA calculation (wB97M-V/def2-TZVPD) on one molecule with the formula C14H21Cl2F3O2.

```
42
Properties=species:S:1:pos:R:3
C -0.5976 5.1267 1.1289
C 0.3274 4.0090 0.6365
C -0.2765 2.6001 0.8153
C -0.3994 1.7625 -0.4808
C 0.2601 0.3894 -0.3916
C 0.2082 -0.4845 -1.6472
C 0.5286 -1.8346 -1.0292
C 0.4316 -3.0869 -1.8846
C 1.7762 -3.5706 -2.4227
O 2.5364 -2.4647 -2.8641
C 2.5645 -4.4007 -1.4170
F 1.8932 -5.5032 -1.0688
F 3.7264 -4.8036 -1.9692
F 2.8780 -3.7486 -0.2966
O -0.3746 -1.8838 0.0783
C -0.2673 -0.6025 0.7132
C -1.6033 -0.2686 1.3142
Cl -2.9328 -0.3783 0.2010
C -1.8333 0.0982 2.5786
C -3.1479 0.4539 3.1996
Cl -0.5101 0.1994 3.7039
H -1.4617 5.2160 0.4633
H -0.9925 4.8632 2.1166
H -0.0881 6.0889 1.1947
H 1.2778 4.0800 1.1774
H 0.5678 4.1748 -0.4191
H 0.3194 2.0433 1.5468
H -1.2716 2.7044 1.2602
H -1.4443 1.6681 -0.7837
H 0.1166 2.2991 -1.2862
H 1.3244 0.5633 -0.1919
H 0.9276 -0.2024 -2.4196
H -0.7971 -0.4723 -2.0836
H 1.5457 -1.7369 -0.6190
H -0.2403 -2.9203 -2.7302
H -0.0007 -3.8814 -1.2674
H 1.5874 -4.2614 -3.2565
H 3.3766 -2.7812 -3.2181
H 0.4843 -0.6692 1.5058
H -3.0832 1.4425 3.6595
H -3.9485 0.4358 2.4614
H -3.3874 -0.2631 3.9915
```

The calculation puts the total energy at -52151.304 eV. As for the structure (SMILES): CCCC[C@@H]1C[C@H](C[C@@H](O)C(F)(F)F)O[C@@H]1/C(Cl)=C(/C)Cl. The LUMO energy comes out at 0.6 eV. The HOMO-LUMO gap is 9.7 eV.

Record 4
ORCA calculation (wB97M-V/def2-TZVPD) on C14H21Cl2NOPtSSi as an isolated structure.

```
42
Properties=species:S:1:pos:R:3
Pt -1.2518 0.5856 0.3235
Cl -1.9289 0.5811 3.4161
C -2.7615 -0.9268 3.3738
C -3.0434 -1.4948 4.6100
C -3.7172 -2.6944 4.6992
C -4.1228 -3.3395 3.5438
C -3.8387 -2.7771 2.3147
Cl -4.3819 -3.6336 0.9107
C -3.1435 -1.5570 2.1767
S -2.8951 -0.9595 0.5431
H -2.7237 -0.9706 5.4997
H -3.9310 -3.1262 5.6671
H -4.6585 -4.2772 3.5824
C 4.0851 0.5978 -2.2772
Si 3.7385 0.6508 -0.4334
C 4.4847 -0.8456 0.4065
C 4.4410 2.2232 0.3024
C 1.9185 0.6266 -0.1803
C 0.7064 0.6166 -0.0046
H 5.1607 0.5944 -2.4685
H 3.6599 1.4639 -2.7867
H 3.6605 -0.3003 -2.7297
H 5.5670 -0.8762 0.2660
H 4.0646 -1.7669 0.0000
H 4.2831 -0.8304 1.4786
H 5.5226 2.2764 0.1639
H 4.2340 2.2738 1.3725
H 3.9969 3.1027 -0.1670
N -2.4389 2.3593 -0.0808
H -3.3930 2.2425 0.2417
H -2.4408 2.4126 -1.1020
H -2.0503 3.2033 0.3228
C -1.1959 -0.7221 -3.1985
C -1.1833 0.7770 -3.1118
C 0.0770 1.4700 -3.5523
O -2.1274 1.4041 -2.6695
H -0.6470 -1.0796 -4.0672
H -2.2150 -1.1040 -3.1980
H -0.6965 -1.0885 -2.2975
H 0.5680 0.9423 -4.3676
H 0.7470 1.4647 -2.6891
H -0.1291 2.5017 -3.8332
```

The calculation puts the total energy at -65399.838 eV. As for the relative energy (zero: lowest compared OMol25 entry of this formula, charge and spin): 0.0 kJ/mol. The spin multiplicity is 3. The LUMO energy (alpha / beta) comes out at 0.3 / -1.7 eV. The HOMO-LUMO gap (alpha / beta) is 8.1 / 6.8 eV.

Record 5
ORCA calculation (wB97M-V/def2-TZVPD) on a 3-piece molecular cluster, C14H21N3O5S overall in a non-equilibrium geometry.

```
44
Properties=species:S:1:pos:R:3
O 1.1773 -4.2913 0.0964
C 1.2895 -3.1411 0.2818
O 0.9549 -2.1481 -0.5711
C 0.3294 -1.1520 0.2486
C 0.8858 -1.4689 1.6922
S -0.5047 -1.9907 2.7318
C 1.6488 -0.3060 2.2637
C 1.0427 0.9432 2.3547
C 1.8115 1.9795 2.8541
C 3.1221 1.7318 3.2416
N 3.7075 0.5365 3.1890
C 2.9578 -0.4584 2.7036
O 1.7676 -2.5507 1.4131
H 0.5656 -0.1765 -0.1514
H -0.7468 -1.2961 0.2396
H -0.2393 -1.2190 3.7867
H 0.0212 1.1141 2.0462
H 1.4055 2.9741 2.9428
H 3.7234 2.5500 3.6128
H 3.4152 -1.4340 2.6523
C -2.6466 5.5951 -0.0142
N -2.0666 4.2811 0.1968
C -1.8974 3.6164 1.3631
C -2.3583 4.2952 2.6303
O -1.3870 2.5033 1.3768
H -3.5164 5.5219 -0.6679
H -1.9177 6.2578 -0.4819
H -2.9571 6.0313 0.9284
H -1.7392 3.7718 -0.6091
H -2.1531 3.6351 3.4669
H -1.8258 5.2345 2.7820
H -3.4291 4.4957 2.5940
C -0.1887 -4.4977 -2.8982
N -0.9853 -3.7908 -3.8894
C -0.5800 -3.2388 -5.0614
C 0.8860 -3.3601 -5.4101
O -1.3726 -2.6681 -5.7938
H -0.5684 -5.5134 -2.7737
H -0.2470 -3.9856 -1.9432
H 0.8509 -4.5496 -3.1997
H -1.9703 -3.6760 -3.7130
H 1.0498 -2.8727 -6.3657
H 1.5048 -2.8759 -4.6539
H 1.1799 -4.4069 -5.4915
```

The calculation puts the total energy at -40402.021 eV. As for the structure (SMILES): O=C1OC[C@](S)(c2cccnc2)O1.CNC(C)=O.CNC(C)=O. As for the relative energy (zero: lowest compared OMol25 entry of this formula, charge and spin): 88.4 kJ/mol. The LUMO energy comes out at 0.4 eV. The HOMO-LUMO gap is 9.6 eV.